A cluster of 5 separate species, C25H38I2N4O6 in total. Source: the Open Molecules 2025 dataset; level of theory: the ωB97M-V functional and the def2-TZVPD basis.

The geometry in ORCA input format:
```
! wB97M-V def2-TZVPD RIJCOSX def2/J DEFGRID3
* xyz 0 1
C -0.93776 1.24172 0.37146
C -0.16144 0.30579 -0.65558
I 0.52004 1.40260 -2.41870
C 1.04137 -0.50435 0.07106
I 0.32189 -2.47283 0.66569
C 1.59904 0.35296 1.26025
C 1.49994 0.00712 2.67013
C 2.02349 0.85988 3.76791
C 2.67751 2.10010 3.38224
C 2.83271 2.48063 1.95001
C 2.28838 1.62112 0.88642
C 3.58197 3.81995 1.60431
O 4.32971 3.91326 0.65996
C 3.30453 4.98698 2.61973
C 3.16937 4.63183 3.92980
C 3.26741 3.13843 4.40296
O 3.78591 2.81580 5.44758
H -1.12744 0.70051 1.34328
H -0.36083 2.16743 0.62074
H -1.90383 1.53927 -0.11587
H -0.89744 -0.45532 -1.03470
H 1.85920 -0.68041 -0.68265
H 1.01852 -0.94949 2.99152
H 1.91187 0.56637 4.84312
H 2.40489 1.96718 -0.16500
H 3.20286 6.04775 2.27479
H 2.95487 5.43729 4.67865
C -1.37556 -5.42876 -3.21874
N -1.18986 -3.99733 -3.07316
C -2.13510 -3.03422 -2.94911
C -3.58012 -3.45910 -2.95717
O -1.80266 -1.85792 -2.83455
H -0.86929 -5.92735 -2.38892
H -0.91142 -5.73702 -4.15571
H -2.42578 -5.70856 -3.22243
H -0.24710 -3.63629 -3.05873
H -4.21255 -2.57935 -2.84950
H -3.82517 -3.94745 -3.90259
H -3.78000 -4.13300 -2.12133
C -2.99052 -3.88790 3.99664
N -3.21220 -4.11022 2.58244
C -3.86170 -5.14258 1.98028
C -4.44337 -6.21939 2.85936
O -3.95910 -5.17650 0.76175
H -3.44043 -2.93178 4.27181
H -1.91435 -3.83540 4.17462
H -3.41933 -4.67762 4.60733
H -2.85128 -3.43072 1.92827
H -4.92663 -6.96863 2.23503
H -3.65308 -6.70610 3.43390
H -5.19149 -5.79522 3.53164
C -2.17300 -3.28209 -8.13515
N -1.46104 -3.94568 -7.06175
C -0.91225 -5.18856 -7.05500
C -1.03436 -6.02299 -8.30320
O -0.34065 -5.59685 -6.05296
H -1.64481 -2.35924 -8.38239
H -3.17560 -3.03164 -7.78299
H -2.24726 -3.90424 -9.02277
H -1.33774 -3.44927 -6.18989
H -0.54865 -6.98340 -8.14056
H -2.08549 -6.20257 -8.53635
H -0.54239 -5.52450 -9.14036
C 4.60379 10.22610 5.16685
N 4.00658 9.00487 4.66495
C 3.13726 8.85388 3.63353
C 2.70940 10.08768 2.88362
O 2.72552 7.73834 3.33834
H 5.68935 10.13476 5.09694
H 4.32581 10.34177 6.21620
H 4.27858 11.09971 4.60906
H 4.24555 8.13435 5.11707
H 2.01741 9.80400 2.09280
H 2.20033 10.78065 3.55583
H 3.57501 10.57180 2.42789
*
```

Values from the calculation:
Lowest unoccupied orbital energy, eV: -0.345
HOMO-LUMO gap, Ha: 0.3156
Total energy, a.u.: -2241.245975
SMILES: C[C@@H](I)[C@H](I)c1ccc2c(c1)C(=O)C=CC2=O.CNC(C)=O.CNC(C)=O.CNC(C)=O.CNC(C)=O

Charges obtained by Löwdin population analysis, quoted in units of e:
1 C -0.16
2 C -0.79
3 I 0.79
4 C -0.70
5 I 0.85
6 C -0.26
7 C -0.06
8 C 0.01
9 C -0.07
10 C -0.04
11 C 0.03
12 C -0.31
13 O 0.10
14 C 0.02
15 C 0.01
16 C -0.31
17 O 0.09
18 H 0.08
19 H 0.07
20 H 0.08
21 H 0.02
22 H 0.07
23 H 0.04
24 H 0.12
25 H 0.07
26 H 0.10
27 H 0.11
28 C -0.07
29 N 0.02
30 C -0.56
31 C 0.00
32 O -0.02
33 H 0.08
34 H 0.04
35 H 0.08
36 H 0.14
37 H 0.08
38 H 0.08
39 H 0.08
40 C -0.08
41 N 0.00
42 C -0.55
43 C -0.01
44 O 0.02
45 H 0.08
46 H 0.08
47 H 0.07
48 H 0.11
49 H 0.08
50 H 0.08
51 H 0.08
52 C -0.07
53 N 0.01
54 C -0.53
55 C -0.01
56 O 0.01
57 H 0.09
58 H 0.08
59 H 0.07
60 H 0.14
61 H 0.08
62 H 0.09
63 H 0.09
64 C -0.07
65 N 0.01
66 C -0.53
67 C -0.01
68 O 0.01
69 H 0.09
70 H 0.08
71 H 0.07
72 H 0.14
73 H 0.09
74 H 0.09
75 H 0.09



A structure of composition C19H46N3Na4O13P. Source: the Open Molecules 2025 dataset; level of theory: the ωB97M-V functional and the def2-TZVPD basis.

The geometry in ORCA input format:
```
! wB97M-V def2-TZVPD RIJCOSX def2/J DEFGRID3
* xyz -1 2
Na 10.74819 23.85069 10.16753
Na 6.32641 26.16991 12.84297
Na 7.49216 23.26557 11.67303
Na 9.11727 27.15841 11.81071
O 10.41377 24.75649 14.52605
C 9.61014 24.49393 13.57719
O 10.00561 23.75927 12.65905
O 8.44206 24.87026 13.61364
H 9.83916 25.43546 14.88716
P 8.31069 25.32632 9.73743
O 7.52039 25.90184 8.56342
O 8.52239 23.79760 9.45613
O 7.51642 25.53879 11.08744
O 9.65278 26.03698 9.85431
C 13.77527 21.69920 10.73635
O 13.00713 22.86711 11.02180
C 13.78925 23.94831 11.40616
C 13.13238 25.26410 11.06686
N 12.82321 25.07417 9.62270
C 12.56563 26.28807 8.86571
C 12.48652 26.13560 7.38121
O 13.83842 25.91310 6.80926
C 13.85788 25.58457 5.34969
H 14.36740 21.67328 9.82157
H 12.95899 20.97905 10.79273
H 14.46775 21.48830 11.55126
H 14.77035 23.83587 10.94476
H 14.03438 23.93214 12.46811
H 13.84475 26.02236 11.39194
H 12.26470 25.40708 11.71090
H 13.55717 24.80678 8.98245
H 13.42690 26.94958 8.95906
H 11.62103 26.79238 9.06949
H 11.93443 26.91740 6.85960
H 11.77714 25.35864 7.09623
H 14.63366 26.25262 4.97554
H 12.92991 25.82349 4.83018
H 13.98202 24.50445 5.27206
C 10.64171 27.26305 20.49943
O 10.68053 27.06587 19.09736
C 11.97395 26.88236 18.53271
C 11.74605 26.18480 17.21800
N 11.74920 27.03211 16.01556
C 10.59180 27.92663 15.86620
C 10.94031 28.82060 14.72667
O 11.26428 28.10275 13.52614
C 11.46067 28.99734 12.37068
H 11.53449 27.76684 20.86989
H 10.54973 26.36430 21.10926
H 9.86754 27.95745 20.82587
H 12.57992 26.21811 19.14888
H 12.63754 27.74579 18.58006
H 10.86806 25.53886 17.21581
H 12.49061 25.39589 17.11151
H 12.03110 26.64108 15.12802
H 10.55275 28.48248 16.80301
H 9.67285 27.35541 15.73450
H 11.82391 29.44821 14.84270
H 10.12224 29.49900 14.48453
H 10.46644 29.34614 12.09149
H 12.08152 28.45984 11.65393
H 12.10297 29.85058 12.58867
C 12.33332 18.82893 20.46999
O 12.99700 19.51748 19.43552
C 12.99813 20.92053 19.46290
C 12.37009 21.48816 18.18416
N 13.26335 21.14534 17.09028
C 12.79131 21.35966 15.72750
C 11.32381 20.95702 15.13571
O 11.25695 19.49459 14.85480
C 11.03936 18.69791 16.03738
H 12.21842 17.82831 20.05328
H 11.35803 19.27729 20.65943
H 12.87432 18.80111 21.41585
H 13.95900 21.39723 19.65675
H 12.59590 21.33763 20.38611
H 12.40061 22.57750 18.20717
H 11.32007 21.23446 18.03856
H 13.60306 20.20424 17.22820
H 13.62813 21.06535 15.09408
H 12.72261 22.44539 15.65993
H 11.24834 21.55280 14.22607
H 10.41496 21.37696 15.56667
H 10.85639 17.64232 15.83651
H 10.06356 18.92883 16.46467
H 11.84549 18.88895 16.74573
*
```

Values from the calculation:
Lowest unoccupied orbital energy (spin up / spin down), eV: 1.631 / 1.680
HOMO-LUMO gap (spin up / spin down), Ha: 0.0919 / 0.1797
Total energy, a.u.: -2884.577837
Relative energy (zero: lowest compared OMol25 entry of this formula, charge and spin), kcal/mol: 0.0
<S²>: 0.7503

Charges obtained by Löwdin population analysis, quoted in units of e:
1 Na 0.38
2 Na 0.26
3 Na 0.48
4 Na 0.34
5 O 0.14
6 C -0.92
7 O 0.00
8 O -0.04
9 H 0.09
10 P -0.10
11 O -0.44
12 O -0.46
13 O -0.53
14 O -0.42
15 C -0.07
16 O -0.20
17 C -0.26
18 C -0.15
19 N -0.04
20 C -0.24
21 C -0.20
22 O -0.22
23 C -0.07
24 H 0.09
25 H 0.10
26 H 0.08
27 H 0.12
28 H 0.12
29 H 0.12
30 H 0.12
31 H 0.11
32 H 0.12
33 H 0.10
34 H 0.12
35 H 0.13
36 H 0.08
37 H 0.07
38 H 0.08
39 C -0.12
40 O -0.19
41 C -0.22
42 C -0.20
43 N -0.06
44 C -0.18
45 C -0.22
46 O -0.22
47 C -0.05
48 H 0.08
49 H 0.08
50 H 0.08
51 H 0.11
52 H 0.12
53 H 0.12
54 H 0.11
55 H 0.09
56 H 0.12
57 H 0.12
58 H 0.12
59 H 0.12
60 H 0.09
61 H 0.09
62 H 0.09
63 C -0.10
64 O -0.19
65 C -0.23
66 C -0.20
67 N -0.09
68 C -0.16
69 C -0.12
70 O -0.21
71 C -0.11
72 H 0.09
73 H 0.09
74 H 0.08
75 H 0.12
76 H 0.11
77 H 0.11
78 H 0.11
79 H 0.09
80 H 0.11
81 H 0.10
82 H 0.10
83 H 0.11
84 H 0.08
85 H 0.08
86 H 0.07



A cluster of 3 separate species, C16H48N6O3P2Si in total. Source: the Open Molecules 2025 dataset; level of theory: the ωB97M-V functional and the def2-TZVPD basis.

The geometry in ORCA input format:
```
! wB97M-V def2-TZVPD RIJCOSX def2/J DEFGRID3
* xyz 0 1
C -1.77148 0.54158 -0.82742
N -2.15707 0.32672 -2.21695
C -3.06010 -0.82930 -2.26782
P -1.20372 0.56349 -3.63591
O -2.46557 0.86906 -4.47965
N -0.71295 2.22065 -3.67503
C -0.86676 3.12658 -2.54726
C -1.01025 2.96257 -4.90754
N 0.24688 0.21222 -2.66598
C 1.52354 0.77661 -3.15510
C 0.47550 -1.24903 -2.61787
H -1.09131 -0.22984 -0.45550
H -2.65493 0.53114 -0.17464
H -1.31539 1.50921 -0.64597
H -2.55219 -1.75046 -1.96742
H -3.46456 -0.99200 -3.27000
H -3.92333 -0.68314 -1.60912
H -1.91367 3.21762 -2.23392
H -0.49720 4.13252 -2.78117
H -0.24666 2.80738 -1.70774
H -2.05385 3.30340 -4.93647
H -0.81959 2.34151 -5.79015
H -0.36164 3.84043 -5.00616
H 1.67802 0.54983 -4.21573
H 2.37411 0.37896 -2.58810
H 1.58297 1.85934 -3.01592
H 0.65896 -1.65365 -3.61980
H -0.38052 -1.77927 -2.19895
H 1.32785 -1.49505 -1.97457
C 0.62852 2.51392 5.19173
N 0.24293 2.29906 3.80219
C -0.66010 1.14304 3.75133
P 1.19628 2.53583 2.38324
O -0.06557 2.84140 1.53950
N 1.68705 4.19299 2.34412
C 1.53324 5.09892 3.47189
C 1.38975 4.93491 1.11160
N 2.64688 2.18456 3.35317
C 3.92354 2.74895 2.86405
C 2.87550 0.72331 3.40128
H 1.30869 1.74250 5.56365
H -0.25493 2.50348 5.84451
H 1.08461 3.48156 5.37318
H -0.15219 0.22188 4.05173
H -1.06456 0.98034 2.74915
H -1.52333 1.28920 4.41003
H 0.48633 5.18996 3.78523
H 1.90280 6.10486 3.23798
H 2.15334 4.77972 4.31141
H 0.34615 5.27574 1.08268
H 1.58041 4.31385 0.22900
H 2.03836 5.81277 1.01299
H 4.07802 2.52217 1.80342
H 4.77411 2.35130 3.43105
H 3.98297 3.83168 3.00323
H 3.05896 0.31869 2.39935
H 2.01948 0.19307 3.82020
H 3.72785 0.47729 4.04458
O 0.88351 -7.87533 -0.68332
C 1.02721 -6.41820 -0.45546
C -0.03715 -5.63608 -1.43440
C -1.13686 -4.70592 -0.64907
C -2.29161 -5.53355 0.16780
Si -3.46445 -6.59068 -0.98458
H 0.08353 -8.24671 -0.20447
H 2.11326 -6.13305 -0.83475
H 0.97401 -6.10359 0.67290
H 0.60428 -4.89315 -2.11448
H -0.52485 -6.40365 -2.20482
H -1.66711 -4.00251 -1.44345
H -0.58916 -3.97861 0.11994
H -3.01169 -4.72081 0.66187
H -1.89979 -6.19518 1.05245
H -3.50891 -6.03335 -2.34971
H -4.85017 -6.57017 -0.45149
H -2.99424 -7.97548 -1.04456
*
```

Values from the calculation:
Lowest unoccupied orbital energy, eV: -1.250
HOMO-LUMO gap, Ha: 0.2428
Total energy, a.u.: -2164.565013
Relative energy (zero: lowest compared OMol25 entry of this formula, charge and spin), kcal/mol: 120.5
SMILES: CN(C)P(=O)(N(C)C)N(C)C.CN(C)P(=O)(N(C)C)N(C)C.OCCCC[SiH3]

Charges obtained by Löwdin population analysis, quoted in units of e:
1 C -0.14
2 N -0.31
3 C -0.14
4 P 0.77
5 O -0.31
6 N -0.36
7 C -0.14
8 C -0.15
9 N -0.27
10 C -0.13
11 C -0.15
12 H 0.07
13 H 0.09
14 H 0.04
15 H 0.05
16 H 0.07
17 H 0.08
18 H 0.09
19 H 0.08
20 H 0.05
21 H 0.08
22 H 0.07
23 H 0.07
24 H 0.09
25 H 0.08
26 H 0.07
27 H 0.08
28 H 0.05
29 H 0.08
30 C -0.14
31 N -0.31
32 C -0.14
33 P 0.77
34 O -0.31
35 N -0.36
36 C -0.14
37 C -0.15
38 N -0.27
39 C -0.13
40 C -0.14
41 H 0.07
42 H 0.09
43 H 0.05
44 H 0.06
45 H 0.06
46 H 0.08
47 H 0.09
48 H 0.08
49 H 0.06
50 H 0.08
51 H 0.07
52 H 0.08
53 H 0.09
54 H 0.08
55 H 0.07
56 H 0.08
57 H 0.06
58 H 0.09
59 O -0.15
60 C -0.24
61 C -0.20
62 C -0.29
63 C -0.40
64 Si 0.61
65 H 0.10
66 H 0.13
67 H 0.12
68 H 0.11
69 H 0.12
70 H 0.09
71 H 0.12
72 H 0.08
73 H 0.07
74 H -0.08
75 H -0.09
76 H -0.10



> What is the formula in the first record?

C25H38I2N4O6